(1)
This record from the OMol25 dataset describes a molecular structure, C14H17N6O6P2STi in a non-equilibrium geometry. The level of theory is ωB97M-V with the def2-TZVPD basis set.

Values from the calculation:
E_HOMO (spin up / spin down)	-13.91 / -14.42	eV
HOMO-LUMO gap (spin up / spin down)	7.7 / 8.1	eV
charge	+2
multiplicity	2
maximum force	3.1	eV/Å
LUMO level (spin up / spin down)	-0.2299 / -0.2335	Eh

Cartesian coordinates (Å):
Ti: -0.113 0.300 0.290
S: 5.324 0.040 5.177
N: 5.395 0.020 3.574
C: 4.153 -0.026 3.129
C: 3.755 -0.055 1.745
C: 4.646 -0.031 0.671
C: 4.141 -0.067 -0.614
C: 2.767 -0.102 -0.801
N: 1.900 -0.117 0.208
C: 2.378 -0.101 1.477
C: 1.397 -0.133 2.544
N: 0.088 -0.197 2.174
C: -0.849 -0.233 3.126
C: -0.543 -0.195 4.475
C: 0.779 -0.118 4.870
C: 1.774 -0.099 3.894
C: 3.187 -0.043 4.180
N: 3.732 -0.009 5.380
H: 5.710 0.015 0.861
H: 4.803 -0.059 -1.468
H: 2.343 -0.124 -1.798
H: -1.871 -0.301 2.780
H: -1.335 -0.219 5.210
H: 1.061 -0.076 5.914
N: -3.187 2.668 -2.386
C: -2.628 2.270 -1.045
C: -3.597 2.693 0.058
P: -2.436 0.408 -1.083
O: -3.944 0.123 -1.535
O: -1.412 -0.028 -2.066
O: -2.122 -0.080 0.319
P: -0.953 3.123 -0.715
O: -0.093 2.176 -1.726
O: -0.770 2.204 0.693
O: 0.646 1.945 0.697
H: -4.114 2.243 -2.491
H: -2.600 2.309 -3.147
H: -3.280 3.682 -2.488
H: -4.599 2.302 -0.128
H: -3.646 3.780 0.157
H: -3.263 2.283 1.009
H: -4.212 -0.810 -1.588
H: 0.738 2.577 -2.016
N: -0.111 -1.823 -0.338
H: 0.711 -2.402 -0.208
H: -0.337 -1.821 -1.331
H: -0.880 -2.293 0.130

(2)
This record from the OMol25 dataset describes 8 unconnected molecules or ions with the total composition C40H76B2F8N8O4 in a non-equilibrium geometry. The level of theory is ωB97M-V with the def2-TZVPD basis set.

Values from the calculation:
E_HOMO (spin up / spin down)	-14.96 / -18.98	eV
HOMO-LUMO gap (spin up / spin down)	2.3 / 6.3	eV
charge	+5
multiplicity	2
maximum force	5.7	eV/Å
LUMO level (spin up / spin down)	-0.4647 / -0.4645	Eh

Cartesian coordinates (Å):
C: 8.072 1.738 -0.779
N: 6.911 1.551 -1.612
C: 6.942 2.079 -2.871
C: 5.729 2.148 -3.566
C: 4.561 1.506 -3.053
C: 4.584 0.844 -1.812
C: 5.817 0.926 -1.097
C: 3.262 1.555 -3.743
C: 2.388 0.464 -3.839
C: 1.121 0.435 -4.513
N: 0.682 1.626 -4.904
C: 1.451 2.746 -4.873
C: 2.750 2.821 -4.281
C: -0.712 1.647 -5.299
H: 7.954 2.680 -0.243
H: 8.989 1.801 -1.364
H: 8.109 0.823 -0.189
H: 7.812 2.650 -3.160
H: 5.710 2.656 -4.518
H: 3.713 0.351 -1.406
H: 5.865 0.667 -0.050
H: 2.696 -0.519 -3.515
H: 0.546 -0.470 -4.645
H: 1.021 3.577 -5.413
H: 3.334 3.729 -4.291
H: -1.128 2.270 -4.507
H: -1.157 0.662 -5.439
H: -0.642 2.105 -6.285
C: -4.541 2.313 -3.632
N: -4.253 0.989 -3.123
C: -4.126 0.009 -3.982
C: -3.595 -1.215 -3.509
C: -3.431 -1.460 -2.143
C: -3.499 -0.335 -1.308
C: -3.920 0.872 -1.830
C: -2.993 -2.813 -1.636
C: -3.886 -3.603 -0.863
C: -3.484 -4.874 -0.526
N: -2.194 -5.278 -0.658
C: -1.347 -4.543 -1.358
C: -1.690 -3.317 -1.842
C: -1.768 -6.559 -0.170
H: -4.789 2.274 -4.693
H: -3.717 2.992 -3.411
H: -5.490 2.473 -3.120
H: -4.572 0.152 -4.955
H: -3.598 -1.904 -4.341
H: -3.230 -0.394 -0.263
H: -4.088 1.668 -1.120
H: -4.901 -3.270 -0.706
H: -4.188 -5.502 0.000
H: -0.329 -4.892 -1.444
H: -1.041 -2.768 -2.509
H: -2.682 -7.146 -0.089
H: -1.182 -6.535 0.749
H: -1.246 -7.014 -1.011
C: -1.178 -2.370 3.416
C: -1.705 -0.933 3.292
C: -2.268 -0.196 4.533
O: -2.507 1.148 4.269
C: -2.593 2.029 5.424
N: -0.502 -0.129 2.795
H: 0.403 -0.383 3.164
H: -0.393 0.034 1.804
H: -0.576 0.793 3.201
H: -1.945 -3.080 3.725
H: -0.308 -2.632 4.018
H: -0.838 -2.856 2.501
H: -2.526 -0.799 2.588
H: -1.733 -0.472 5.442
H: -3.200 -0.630 4.894
H: -1.626 2.161 5.908
H: -3.424 1.839 6.103
H: -2.793 3.008 4.989
C: -7.917 -0.018 2.757
C: -6.846 0.425 1.752
C: -5.502 0.819 2.386
O: -4.640 1.269 1.361
C: -3.746 2.341 1.658
N: -6.526 -0.726 0.739
H: -7.237 -0.830 0.029
H: -5.673 -0.455 0.271
H: -6.501 -1.620 1.208
H: -8.240 0.618 3.581
H: -7.592 -0.896 3.316
H: -8.823 -0.272 2.207
H: -7.276 1.237 1.165
H: -4.995 -0.038 2.829
H: -5.691 1.486 3.227
H: -3.416 2.856 0.756
H: -2.903 1.830 2.122
H: -4.074 2.988 2.472
C: 2.466 5.119 -1.498
C: 2.387 3.792 -0.682
C: 3.375 3.701 0.463
O: 3.654 2.339 0.864
C: 4.503 2.215 2.030
N: 0.930 3.494 -0.261
H: 0.158 3.746 -0.861
H: 0.881 2.490 -0.155
H: 0.690 4.022 0.566
H: 1.768 5.096 -2.334
H: 3.391 5.502 -1.929
H: 2.027 5.863 -0.833
H: 2.643 3.080 -1.467
H: 2.987 4.223 1.338
H: 4.286 4.176 0.097
H: 4.973 3.176 2.240
H: 5.413 1.626 1.914
H: 3.943 1.817 2.876
C: 2.372 -2.796 0.449
C: 3.567 -3.464 1.193
C: 3.400 -4.496 2.338
O: 4.709 -4.778 2.758
C: 5.110 -6.159 2.732
N: 4.424 -4.100 0.011
H: 4.074 -5.043 -0.078
H: 4.324 -3.628 -0.876
H: 5.369 -4.311 0.298
H: 2.602 -2.127 -0.380
H: 1.902 -2.037 1.075
H: 1.523 -3.456 0.273
H: 4.296 -2.741 1.558
H: 2.811 -5.413 2.321
H: 2.947 -3.883 3.117
H: 4.685 -6.729 1.905
H: 4.848 -6.675 3.656
H: 6.153 -6.227 2.424
B: 0.414 3.600 3.115
F: 1.722 3.445 3.333
F: -0.143 2.499 2.560
F: -0.244 3.766 4.284
F: 0.191 4.694 2.279
B: -0.198 0.343 -0.768
F: -0.459 0.428 -2.123
F: -0.410 -0.960 -0.386
F: 1.108 0.527 -0.575
F: -0.862 1.314 -0.003

(3)
This record from the OMol25 dataset describes a molecular structure, C39H51IrN4O9S3Si in a non-equilibrium geometry. The level of theory is ωB97M-V with the def2-TZVPD basis set.

Values from the calculation:
E_HOMO (spin up / spin down)	-10.74 / -10.60	eV
HOMO-LUMO gap (spin up / spin down)	7.4 / 4.6	eV
charge	+1
multiplicity	6
maximum force	3.2	eV/Å
LUMO level (spin up / spin down)	-0.1236 / -0.2205	Eh
relative energy (zero: lowest compared OMol25 entry of this formula, charge and spin)	0.00	kJ/mol

Cartesian coordinates (Å):
Ir: -0.198 -0.121 0.479
S: 1.721 -3.577 3.896
C: 0.109 -3.643 4.521
C: -0.674 -2.660 4.041
C: 0.005 -1.775 3.122
C: 1.359 -2.181 2.941
C: 2.343 -1.583 2.089
C: 3.696 -1.961 2.206
C: 4.645 -1.398 1.383
C: 4.236 -0.463 0.438
C: 2.894 -0.129 0.374
N: 1.977 -0.657 1.179
H: -0.164 -4.423 5.205
H: -1.710 -2.524 4.293
H: 3.971 -2.685 2.957
H: 5.686 -1.673 1.477
H: 4.933 0.003 -0.238
H: 2.526 0.578 -0.358
O: -0.466 -0.248 -1.799
C: -1.339 0.301 -2.459
C: -2.650 0.718 -2.056
C: -3.464 1.343 -3.006
C: -4.748 1.721 -2.681
C: -5.258 1.509 -1.391
C: -4.478 0.926 -0.442
C: -3.153 0.492 -0.732
O: -2.506 -0.106 0.192
N: -5.600 2.336 -3.660
O: -5.116 2.590 -4.741
O: -6.749 2.555 -3.341
H: -1.133 0.512 -3.523
H: -3.100 1.514 -4.010
H: -6.269 1.823 -1.180
H: -4.852 0.758 0.555
O: -0.557 -0.770 2.599
S: -2.083 1.771 2.073
C: -1.351 2.574 3.539
C: -2.272 2.318 4.722
C: -2.864 0.930 4.512
C: -3.357 0.925 3.076
H: -1.228 3.631 3.317
H: -0.369 2.127 3.684
H: -3.071 3.060 4.741
H: -1.722 2.385 5.659
H: -3.671 0.734 5.219
H: -2.087 0.177 4.641
H: -4.260 1.528 2.983
H: -3.527 -0.064 2.658
N: -2.485 -2.695 0.977
C: -1.295 -3.216 0.709
N: -0.292 -2.569 0.182
C: 0.790 -3.395 -0.034
C: 1.968 -3.086 -0.710
C: 2.955 -4.047 -0.818
C: 2.794 -5.323 -0.287
C: 1.615 -5.667 0.348
C: 0.626 -4.708 0.452
S: -0.984 -4.909 1.098
H: -2.657 -1.725 0.718
H: -3.225 -3.290 1.302
H: 2.086 -2.111 -1.154
H: 3.865 -3.799 -1.343
H: 3.579 -6.058 -0.390
H: 1.452 -6.659 0.738
C: 3.429 0.645 -3.524
C: 2.499 1.852 -3.342
C: 1.302 1.701 -4.284
C: 3.254 3.148 -3.643
O: 2.073 1.837 -1.994
Si: 1.116 2.825 -1.112
O: 0.330 1.915 -0.070
O: 0.154 3.588 -2.182
C: -0.398 4.875 -2.335
C: -0.580 5.120 -3.841
C: 0.498 5.965 -1.752
C: -1.770 4.898 -1.650
O: 2.049 3.939 -0.361
C: 2.424 4.149 0.977
C: 3.463 3.102 1.388
C: 3.017 5.560 1.075
C: 1.211 4.027 1.897
H: 3.660 0.521 -4.580
H: 2.932 -0.250 -3.158
H: 4.351 0.791 -2.966
H: 1.596 1.935 -5.303
H: 0.517 2.379 -3.967
H: 0.932 0.680 -4.246
H: 3.687 3.105 -4.638
H: 4.047 3.291 -2.914
H: 2.575 3.993 -3.579
H: 0.386 5.119 -4.339
H: -1.052 6.085 -3.997
H: -1.201 4.347 -4.287
H: 1.512 5.846 -2.128
H: 0.528 5.889 -0.669
H: 0.122 6.947 -2.030
H: -2.410 4.141 -2.096
H: -2.224 5.878 -1.772
H: -1.653 4.675 -0.592
H: 4.331 3.163 0.740
H: 3.015 2.118 1.276
H: 3.770 3.249 2.421
H: 3.851 5.665 0.390
H: 3.366 5.738 2.087
H: 2.271 6.308 0.822
H: 0.772 3.048 1.732
H: 0.476 4.786 1.648
H: 1.508 4.136 2.936